[1]
The following is a quantum chemistry calculation of one molecule with the formula C6H9ClO in a non-equilibrium geometry, from OMol25.

Cartesian coordinates (Å):
C -0.128 -1.045 -0.388
C -0.698 0.200 -1.071
C -0.423 -1.114 1.128
C -1.750 0.225 -1.931
C 1.027 -0.967 0.628
C 1.781 0.306 0.852
O -2.080 1.386 -2.575
Cl 2.006 -2.437 0.719
H -0.231 -1.998 -0.914
H -0.085 1.141 -1.009
H -1.019 -0.168 1.244
H -0.879 -2.016 1.428
H -2.384 -0.634 -2.055
H 1.131 1.163 0.583
H 2.795 0.263 0.236
H 2.026 0.334 1.941
H -1.759 2.065 -2.033

Properties
Energy above the lowest of the compared OMol25 structures with the same formula, charge and spin ... 195.6 kJ/mol
F_max ... 2.9 eV Å⁻¹
Highest occupied orbital energy ... -8.71 eV
Structure (SMILES) ... C[C@@]1(Cl)C[C@H]1/C=C/O
Molecular weight ... 132.6 g mol⁻¹
Multiplicity ... 1
Lowest unoccupied orbital energy ... 0.8 eV
Total charge ... 0



[2]
The following is a quantum chemistry calculation of one molecule with the formula C6H9FO in a non-equilibrium geometry, from OMol25.

Cartesian coordinates (Å):
C -0.547 0.707 -1.579
C -0.204 -0.508 -0.748
C -0.488 -0.504 0.790
C -0.601 0.875 1.452
C 0.905 -1.114 0.968
C 1.304 -0.774 -0.485
H -1.650 0.885 -1.614
H -0.060 1.605 -1.211
H -0.213 0.588 -2.640
H -0.626 -1.409 -1.195
H -1.291 -1.125 1.112
H 0.287 1.491 1.206
H -1.484 1.389 1.149
H -0.647 0.773 2.529
H 1.790 -1.590 -1.075
O 1.476 -1.674 1.867
F 2.049 0.384 -0.527

Properties
Energy above the lowest of the compared OMol25 structures with the same formula, charge and spin ... 17.0 kJ/mol
F_max ... 1.3 eV Å⁻¹
Highest occupied orbital energy ... -9.65 eV
Structure (SMILES) ... C[C@@H]1[C@H](C)C(=O)[C@@H]1F
Molecular weight ... 116.1 g mol⁻¹
Multiplicity ... 1
Lowest unoccupied orbital energy ... 0.5 eV
Total charge ... 0



[3]
The following is a quantum chemistry calculation of one molecule with the formula C6H9FO in a non-equilibrium geometry, from OMol25.

Cartesian coordinates (Å):
C -2.408 0.049 0.037
C -0.946 -0.159 0.390
C -0.110 1.020 -0.220
C 1.161 0.310 -0.334
C 0.890 -1.198 -0.251
C 2.521 0.641 -0.102
H -2.912 -0.738 0.506
H -2.583 -0.206 -1.123
H -2.740 0.951 0.441
H -1.023 -0.280 1.530
H -0.339 1.820 0.450
H -0.609 1.275 -1.340
H 1.485 -1.893 -1.035
H 1.344 -1.217 0.818
H 3.370 1.586 0.185
O -0.469 -1.452 -0.176
F 3.369 -0.509 0.223

Properties
Energy above the lowest of the compared OMol25 structures with the same formula, charge and spin ... 342.1 kJ/mol
F_max ... 5.8 eV Å⁻¹
Highest occupied orbital energy ... -8.86 eV
Structure (SMILES) ... C[C@@H]1C/C(=C/F)CO1
Molecular weight ... 116.1 g mol⁻¹
Multiplicity ... 1
Lowest unoccupied orbital energy ... 1.0 eV
Total charge ... 0



[4]
The following is a quantum chemistry calculation of an isolated ion of composition C6H9I2N2 and charge +1 in a non-equilibrium geometry, from OMol25.

Cartesian coordinates (Å):
C 0.727 2.385 0.405
C -0.247 1.436 0.324
C 0.903 1.394 -1.551
C -0.293 -1.822 0.402
C -1.530 -1.214 -0.393
C -1.165 -0.199 -1.418
N 1.366 2.322 -0.798
N -0.162 0.872 -0.924
I -2.772 1.060 -2.147
I -0.153 -1.465 -3.076
H 0.825 3.265 1.009
H -0.994 1.156 1.079
H 1.462 1.035 -2.448
H -0.168 -2.840 0.229
H 0.618 -1.228 0.148
H -0.271 -1.721 1.470
H -2.232 -0.787 0.322
H -1.974 -2.051 -0.903
H 2.204 2.934 -1.139

Properties
Energy above the lowest of the compared OMol25 structures with the same formula, charge and spin ... 59.5 kJ/mol
F_max ... 5.3 eV Å⁻¹
Highest occupied orbital energy ... -13.00 eV
Structure (SMILES) ... CCC(I)(I)[n+]1cc[nH]c1
Molecular weight ... 363.0 g mol⁻¹
Multiplicity ... 1
Lowest unoccupied orbital energy ... -4.2 eV
Total charge ... +1



[5]
The following is a quantum chemistry calculation of C6H9IN2O as an isolated structure in a non-equilibrium geometry, from OMol25.

Cartesian coordinates (Å):
C -2.545 -2.280 0.055
C -2.097 -0.963 -0.026
C -0.359 -3.182 -0.014
C 0.998 0.525 -0.997
C -0.150 1.268 1.237
C -0.316 0.653 -0.153
N 0.832 -3.414 0.184
N -0.881 -0.663 -0.164
O -1.555 -3.197 0.002
I -3.822 0.296 -0.265
H -3.408 -2.781 0.373
H 0.688 0.685 -2.003
H 1.634 1.249 -0.495
H 1.479 -0.486 -0.876
H 0.030 0.574 2.024
H -1.031 2.000 1.494
H 0.707 1.827 1.308
H -0.786 1.427 -0.810
H 1.600 -3.731 -0.371

Properties
Energy above the lowest of the compared OMol25 structures with the same formula, charge and spin ... 501.5 kJ/mol
F_max ... 4.3 eV Å⁻¹
Highest occupied orbital energy ... -7.28 eV
Molecular weight ... 252.1 g mol⁻¹
Multiplicity ... 1
Lowest unoccupied orbital energy ... 0.4 eV
Total charge ... 0



[6]
The following is a quantum chemistry calculation of one molecule with the formula C6H9IO2 in a non-equilibrium geometry, from OMol25.

Cartesian coordinates (Å):
O -0.693 3.215 0.110
C -0.817 2.193 -0.764
I -0.096 2.364 -2.864
C -1.543 0.795 -0.308
C -0.523 -0.395 0.174
C 0.550 -0.093 1.402
C 1.840 -0.908 0.732
O 1.369 -1.909 -0.277
C 0.142 -1.402 -0.968
H -2.177 0.418 -1.229
H -2.318 1.027 0.561
H -1.263 -1.156 0.718
H 0.602 1.077 1.434
H 0.248 -0.405 2.492
H 2.494 -1.468 1.525
H 2.492 -0.020 0.303
H 0.295 -1.001 -2.057
H -0.602 -2.332 -0.984

Properties
Energy above the lowest of the compared OMol25 structures with the same formula, charge and spin ... 346.6 kJ/mol
F_max ... 9.2 eV Å⁻¹
Highest occupied orbital energy ... -9.98 eV
Structure (SMILES) ... O=C(I)C[C@@H]1CCOC1
Molecular weight ... 240.0 g mol⁻¹
Multiplicity ... 1
Lowest unoccupied orbital energy ... -0.3 eV
Total charge ... 0



[7]
The following is a quantum chemistry calculation of C6H9IS as an isolated structure in a non-equilibrium geometry, from OMol25.

Cartesian coordinates (Å):
C 1.526 -0.839 0.079
C 0.993 0.073 0.887
C 0.460 -1.491 -0.817
C -0.331 0.281 0.772
C 0.245 -2.984 -0.484
C -1.534 3.702 0.117
S -0.944 -0.347 -0.776
I -1.439 1.756 1.556
H 2.508 -1.238 -0.058
H 1.541 0.635 1.695
H 0.821 -1.291 -1.780
H 1.105 -3.266 0.154
H 0.200 -3.602 -1.441
H -0.717 -2.994 0.003
H -2.238 4.400 0.564
H -1.725 3.210 -0.793
H -0.472 3.993 0.323

Properties
Energy above the lowest of the compared OMol25 structures with the same formula, charge and spin ... 362.7 kJ/mol
F_max ... 4.9 eV Å⁻¹
Highest occupied orbital energy (spin up / spin down) ... -6.76 / -6.35 eV
Molecular weight ... 240.1 g mol⁻¹
Multiplicity ... 1
Lowest unoccupied orbital energy (spin up / spin down) ... 0.2 / -0.3 eV
Total charge ... 0



[8]
The following is a quantum chemistry calculation of C6H9Li2O8 as an isolated structure in a non-equilibrium geometry, from OMol25.

Cartesian coordinates (Å):
Li 1.444 1.722 -0.592
Li -1.558 4.910 -2.545
C -2.850 -3.083 1.338
C -2.299 -1.953 0.601
C -3.215 -0.772 0.148
O -2.713 0.132 -0.514
C -4.639 -0.763 0.609
C -5.056 -1.843 1.288
C -4.176 -3.064 1.690
O -4.536 -4.100 2.389
O -6.284 -1.752 1.615
O -1.090 -1.814 0.486
H -2.190 -3.889 1.621
H -5.230 0.122 0.422
O 1.640 5.616 -0.922
H 2.397 6.227 -1.004
O 6.395 -1.872 -1.099
H 5.439 -1.923 -1.104
H 6.636 -1.810 -2.023
O 3.244 1.405 -3.673
H 3.971 2.028 -3.688
H 3.075 1.211 -4.595
O 3.643 1.795 2.864
H 4.599 1.811 2.922
H 3.351 1.661 3.765

Properties
F_max ... 6.8 eV Å⁻¹
Highest occupied orbital energy ... -2.32 eV
Molecular weight ... 223.0 g mol⁻¹
Multiplicity ... 1
Lowest unoccupied orbital energy ... -0.4 eV
Total charge ... -1



[9]
The following is a quantum chemistry calculation of C6H9MnO6 as an isolated structure in a non-equilibrium geometry, from OMol25.

Cartesian coordinates (Å):
Mn -0.006 0.152 -0.035
C 1.369 -2.456 2.790
C 0.830 -1.471 1.760
O 0.498 -1.825 0.603
O 0.829 -0.257 2.007
H 2.067 -1.949 3.457
H 1.934 -3.236 2.281
H 0.570 -2.983 3.311
C 2.009 0.049 -3.564
C 1.243 0.230 -2.262
O 0.054 -0.076 -2.166
O 1.703 0.670 -1.248
H 3.011 -0.306 -3.323
H 2.063 1.023 -4.049
H 1.499 -0.669 -4.206
C -3.356 2.221 0.873
C -2.104 1.470 0.414
O -2.140 0.224 0.184
O -1.005 2.015 0.283
H -4.212 1.802 0.346
H -3.336 3.276 0.602
H -3.520 2.095 1.943

Properties
<S²> ... 8.75
Energy above the lowest of the compared OMol25 structures with the same formula, charge and spin ... 76.4 kJ/mol
F_max ... 6.6 eV Å⁻¹
Highest occupied orbital energy (spin up / spin down) ... -4.24 / -5.74 eV
Molecular weight ... 232.1 g mol⁻¹
Multiplicity ... 6
Lowest unoccupied orbital energy (spin up / spin down) ... 3.6 / 3.6 eV
Total charge ... -1



[10]
The following is a quantum chemistry calculation of an isolated ion of composition C6H9N and charge -1 in a non-equilibrium geometry, from OMol25.

Cartesian coordinates (Å):
C 2.068 1.509 -0.532
C 0.937 0.702 0.029
C 1.105 -0.508 0.619
N -0.047 -1.231 0.446
C -1.020 -0.420 -0.065
C -0.469 0.840 -0.305
C -2.390 -0.968 -0.124
H 3.015 1.158 -0.095
H 2.069 2.583 -0.359
H 2.131 1.371 -1.617
H 2.014 -0.908 1.035
H -0.200 -2.045 1.047
H -1.120 1.625 -0.654
H -2.688 -1.446 -1.072
H -3.124 -0.152 -0.156
H -2.552 -1.669 0.701

Properties
<S²> ... 0.75
Energy above the lowest of the compared OMol25 structures with the same formula, charge and spin ... 29.0 kJ/mol
F_max ... 2.2 eV Å⁻¹
Highest occupied orbital energy (spin up / spin down) ... 1.31 / -4.21 eV
Molecular weight ... 95.1 g mol⁻¹
Multiplicity ... 2
Lowest unoccupied orbital energy (spin up / spin down) ... 4.0 / 3.9 eV
Total charge ... -1